# 1
The following is a quantum chemistry calculation of 6 unconnected molecules or ions with the total composition C42H58BF3N7O3 in a non-equilibrium geometry, from OMol25.

Each line ends with the Mulliken charge.
Positions of all 114 atoms, in Å:
C  -5.53680  -1.50052  2.13879  -0.961
C  -5.02651  0.04703  1.89788  0.137
C  -5.97925  0.93189  0.89584  -0.295
C  -5.20527  1.02948  -0.58337  -0.336
C  -4.11403  2.25281  -0.60592  0.046
C  -3.30157  2.41233  -2.04025  -0.724
N  -2.00619  1.63151  -2.01295  0.508
C  -2.06964  0.25487  -1.98806  -0.595
C  -0.58605  -0.43928  -1.91820  -0.395
B  -0.04635  -1.37715  -3.15677  0.541
O  -0.58443  -1.13117  -4.53384  -0.540
N  0.98132  -2.50786  -3.03453  0.056
C  0.58363  -3.51043  -1.95985  -0.460
C  2.33055  -1.88231  -2.75674  -0.640
C  0.31986  0.81192  -1.36873  0.791
C  0.28716  0.74092  0.30156  -1.106
O  -0.83320  1.57046  0.82858  -0.310
C  -0.61679  1.90847  2.25114  0.871
F  -0.13650  0.72985  3.02066  -0.240
F  0.30021  3.06265  2.47101  -0.237
F  -1.96154  2.32665  2.79193  -0.240
C  -0.55329  2.05283  -2.01531  -0.245
C  -0.13756  3.60317  -1.68118  -1.365
C  1.29855  3.78914  -0.91257  0.940
C  2.61261  3.30319  -1.76388  -0.810
O  1.46703  5.26484  -0.70168  -0.592
H  -4.66010  -2.08248  2.69899  0.195
H  -5.73356  -2.08891  1.14210  0.258
H  -6.48425  -1.60061  2.81855  0.300
H  -3.94331  -0.04330  1.40506  -0.233
H  -4.91917  0.55051  2.96852  0.285
H  -6.96482  0.29050  0.69226  0.268
H  -6.25752  2.00787  1.32186  0.050
H  -6.06819  1.13209  -1.39300  0.329
H  -4.73741  -0.04619  -0.74679  -0.074
H  -4.73538  3.25772  -0.44326  0.449
H  -3.38178  2.16194  0.33175  -0.127
H  -3.01345  3.56314  -2.14998  0.286
H  -3.97805  2.03970  -2.94289  0.332
H  -3.00620  -0.46819  -2.00963  0.393
H  -0.72591  -1.22284  -1.03782  0.232
H  -1.36700  -1.78162  -4.61990  0.325
H  0.67524  -2.92520  -0.92399  0.090
H  1.28896  -4.44118  -1.87953  0.111
H  -0.54785  -3.75991  -2.12426  0.249
H  3.15184  -2.70785  -2.94983  0.318
H  2.50133  -0.90615  -3.41279  0.132
H  2.37076  -1.60397  -1.61837  0.197
H  1.41136  0.67764  -1.82927  -0.146
H  0.25198  -0.35617  0.70716  0.357
H  1.34688  1.17888  0.63327  0.462
H  -0.26778  1.95776  -3.17059  0.507
H  -0.05993  4.18712  -2.71224  0.369
H  -0.96397  4.15593  -1.04480  0.475
H  1.36027  3.31206  0.15420  -0.117
H  2.40529  2.48168  -2.57288  0.010
H  3.35251  2.80043  -0.97399  0.177
H  3.22637  4.23248  -2.19320  0.341
H  0.76986  5.75983  -1.22402  0.374
N  0.97743  -6.25983  -0.45120  -0.301
C  0.31486  -6.47248  0.70686  -0.195
C  0.69686  -7.41096  1.65210  -0.416
C  1.82493  -8.18279  1.39474  -0.231
C  2.52735  -7.98844  0.20985  -0.536
C  2.06972  -7.02299  -0.67242  -0.160
H  -0.56040  -5.84793  0.86021  0.365
H  0.12839  -7.53734  2.56650  0.386
H  2.15423  -8.92940  2.11153  0.377
H  3.41007  -8.57411  -0.02050  0.356
H  2.58575  -6.83121  -1.60903  0.334
N  -8.24945  2.43051  3.00703  -0.189
C  -8.06066  3.58580  3.68158  -0.039
C  -8.95273  4.08722  4.61590  -0.693
C  -10.11222  3.36349  4.87337  -0.108
C  -10.33584  2.17084  4.19315  -0.672
C  -9.38337  1.74901  3.27950  -0.055
H  -7.14293  4.11562  3.44342  0.345
H  -8.74863  5.01959  5.12999  0.352
H  -10.83553  3.72557  5.59819  0.364
H  -11.22979  1.58385  4.37080  0.354
H  -9.51048  0.82286  2.72596  0.340
N  4.36283  1.19889  -3.47792  -0.127
C  4.46627  1.26074  -4.82359  0.001
C  5.67213  1.34922  -5.50051  -0.855
C  6.84524  1.38029  -4.75396  -0.140
C  6.77118  1.32013  -3.36615  -0.807
C  5.51891  1.22924  -2.78007  -0.089
H  3.52298  1.23654  -5.36144  0.402
H  5.69602  1.39331  -6.58344  0.383
H  7.80925  1.45055  -5.24934  0.449
H  7.66694  1.34278  -2.75594  0.375
H  5.40885  1.17597  -1.70055  0.431
N  9.60622  3.21467  -3.37402  -0.399
C  10.38233  3.04795  -2.28077  -0.200
C  10.58953  4.03037  -1.32575  -0.423
C  9.96697  5.26154  -1.50221  -0.133
C  9.16300  5.46435  -2.61917  -0.543
C  9.01349  4.41990  -3.51733  -0.094
H  10.84890  2.07141  -2.18950  0.363
H  11.22132  3.84035  -0.46552  0.357
H  10.10683  6.05638  -0.77535  0.361
H  8.66447  6.41251  -2.78574  0.361
H  8.39333  4.52777  -4.40280  0.368
N  -1.03050  -6.57779  4.87120  -0.452
C  -0.25439  -6.74450  5.96446  -0.147
C  -0.04719  -5.76208  6.91948  -0.437
C  -0.66974  -4.53091  6.74302  -0.166
C  -1.47372  -4.32810  5.62605  -0.427
C  -1.62322  -5.37255  4.72790  -0.179
H  0.21219  -7.72104  6.05572  0.358
H  0.58461  -5.95210  7.77971  0.359
H  -0.52989  -3.73607  7.46988  0.357
H  -1.97225  -3.37994  5.45949  0.366
H  -2.24339  -5.26468  3.84242  0.378

Properties
- Charge: +1
- LUMO energy: -3.78 eV
- HOMO: -11.2 eV
- Maximum force: 5.59 eV/Å
- DFT total energy: -2568.10068 Eh

# 2
The following is a quantum chemistry calculation of a molecular structure, C42H58F5N5O7PS4SbSeSiTeTi in a non-equilibrium geometry, from OMol25.

Each line ends with the Mulliken charge.
Positions of all 127 atoms, in Å:
Ti  1.88253  1.01846  0.87125  -1.275
Se  -0.02705  5.36176  -5.82572  0.041
N  -1.10404  5.28621  -4.40516  -0.993
C  -0.85045  4.17077  -3.78281  1.043
C  -1.54857  3.75076  -2.58630  0.462
C  -2.57633  4.50910  -2.03560  -0.857
C  -3.22881  4.03671  -0.91709  -1.322
C  -2.81039  2.82483  -0.38193  0.268
N  -1.82397  2.09927  -0.87590  0.359
C  -1.18884  2.53416  -1.96910  -0.065
C  -0.15780  1.64906  -2.57160  -0.446
N  0.06194  0.50011  -1.97210  0.393
C  0.92918  -0.47317  -2.57918  1.086
C  1.44303  -0.14157  -3.94061  -1.049
C  1.25470  1.07230  -4.46834  -1.471
C  0.43602  2.04382  -3.79665  0.570
C  0.15241  3.29817  -4.37571  0.745
N  0.70829  3.76877  -5.48597  -1.048
H  -2.84493  5.44732  -2.50271  0.488
H  -4.04580  4.58612  -0.46795  0.464
H  -3.32198  2.41069  0.48175  0.080
H  0.39674  -1.42801  -2.58131  -0.468
H  1.97119  -0.92924  -4.46495  0.478
H  1.62383  1.33820  -5.45164  0.451
S  0.80236  -2.95301  4.66176  -0.707
Sb  0.24401  -0.82948  4.09035  0.840
S  3.07850  -0.42943  2.38698  -0.125
S  2.46404  0.41834  4.13128  -0.363
C  -4.15470  0.42611  3.23737  -1.033
C  -3.64398  -0.98379  3.53878  1.713
C  -4.65122  -2.01442  3.03335  -1.398
C  -3.41600  -1.16310  5.03741  -1.749
O  -2.36922  -1.17042  2.91962  -0.546
Si  -1.91359  -1.43266  1.36461  -2.024
S  0.13353  -0.79608  1.47439  0.783
O  -3.01956  -0.65741  0.45489  1.245
C  -3.54535  -0.92866  -0.85914  2.290
C  -2.43895  -1.38679  -1.79490  -0.569
C  -4.62683  -2.00678  -0.73600  -2.012
C  -4.14994  0.37209  -1.37790  -2.089
O  -2.01667  -2.97360  0.87098  0.762
C  -1.57291  -4.31077  1.07870  2.135
C  -1.80284  -5.03995  -0.24820  -1.525
C  -2.43543  -4.93231  2.17465  -2.048
C  -0.10183  -4.37357  1.45197  -1.290
H  -5.17005  0.54906  3.61769  0.494
H  -4.14695  0.58202  2.15939  -0.098
H  -3.50785  1.16982  3.70292  0.032
H  -5.58460  -1.92772  3.59104  0.562
H  -4.24727  -3.01719  3.16139  0.182
H  -4.84195  -1.84923  1.97411  0.020
H  -4.33552  -0.96205  5.58884  0.394
H  -2.62802  -0.48903  5.37418  0.185
H  -3.07441  -2.17856  5.24275  0.315
H  -2.05109  -2.35253  -1.47115  -0.333
H  -1.64422  -0.64179  -1.74574  -0.481
H  -2.80050  -1.46702  -2.82167  0.716
H  -4.20291  -2.87467  -0.23455  0.099
H  -4.97905  -2.30133  -1.72574  0.471
H  -5.47621  -1.63726  -0.15697  0.397
H  -3.36316  1.11313  -1.48243  0.264
H  -4.90200  0.75082  -0.68244  0.382
H  -4.61182  0.20888  -2.35298  0.456
H  -2.85038  -4.96614  -0.54576  0.325
H  -1.53342  -6.09220  -0.14700  0.468
H  -1.18393  -4.59759  -1.03022  0.107
H  -3.48898  -4.87767  1.89372  0.381
H  -2.27607  -4.38657  3.10550  0.267
H  -2.16069  -5.97642  2.32774  0.466
H  0.48434  -3.79043  0.74106  -0.102
H  0.23827  -5.41085  1.43008  0.639
H  0.06716  -3.97463  2.45183  -0.229
C  1.99194  -4.80300  -2.67059  -1.745
C  1.51558  -3.35188  -2.57967  -0.006
O  2.58528  -2.45264  -2.53522  -0.852
P  2.53052  -0.91786  -1.53451  0.406
O  2.70614  -1.75797  -0.14990  0.480
C  3.26527  -3.07517  0.03548  0.627
C  4.67792  -3.04580  0.58202  -1.768
O  4.00785  -0.56506  -2.04641  0.155
C  4.67856  -0.79237  -3.28715  -0.379
C  4.97124  0.53972  -3.95123  -1.205
H  1.15580  -5.43522  -2.97598  0.469
H  2.37104  -5.16902  -1.71725  0.347
H  2.78823  -4.87941  -3.41191  0.366
H  0.86302  -3.24292  -1.69750  0.115
H  0.89650  -3.14540  -3.46843  0.481
H  3.27022  -3.58032  -0.92229  -0.039
H  2.59358  -3.57482  0.73681  -0.020
H  5.34997  -2.53565  -0.10980  0.304
H  5.02597  -4.07037  0.72361  0.509
H  4.72467  -2.53194  1.53742  0.299
H  4.06999  -1.43540  -3.91776  0.246
H  5.61203  -1.30402  -3.04555  0.450
H  4.04434  1.02724  -4.25027  0.154
H  5.60192  0.38121  -4.82813  0.448
H  5.49136  1.18411  -3.24312  0.232
C  1.48601  6.11674  -0.94420  -0.607
C  2.01872  4.90945  -1.37157  -1.273
C  1.81723  3.74691  -0.65203  0.420
C  1.06862  3.75082  0.53762  0.434
C  0.52346  4.97993  0.94730  -0.258
C  0.73338  6.13759  0.22031  -0.891
N  0.81616  2.57728  1.24622  1.040
C  0.53657  2.75236  2.61937  -0.828
C  1.42917  3.46786  3.43222  0.314
C  1.16646  3.65717  4.77216  -0.801
C  -0.00814  3.16790  5.33461  -0.785
C  -0.89841  2.46636  4.54032  0.215
C  -0.63030  2.25344  3.19324  -0.214
H  1.63917  7.02358  -1.51489  0.389
H  2.60386  4.86837  -2.28223  0.497
H  2.26062  2.82907  -1.01722  0.079
H  -0.08981  5.01078  1.83828  0.419
H  0.29837  7.06680  0.57211  0.346
H  2.34587  3.84067  2.99374  0.419
H  1.88290  4.18691  5.38754  0.351
H  -0.21690  3.31837  6.38662  0.368
H  -1.81638  2.08497  4.97308  0.214
H  -1.31605  1.69805  2.56582  0.371
F  6.44382  0.35626  -0.82492  -0.499
Te  4.83026  0.37061  0.34777  1.809
F  4.63480  1.97871  -0.80390  -0.591
F  6.28034  -0.55954  1.48542  -0.556
F  3.26887  2.08158  1.31361  -0.540
F  5.73647  1.74706  1.33530  -0.415
O  2.44288  0.47617  -0.67557  1.897

Properties
- Charge: -2
- LUMO energy: 3.72 eV
- HOMO: -1.8 eV
- Maximum force: 7.61 eV/Å
- DFT total energy: -8918.30815 Eh

- Which of these has the highest maximum force?
  C42H58F5N5O7PS4SbSeSiTeTi